Computed, not measured: a cluster of 13 separate species, C56H82Cl6O26 in total at a distorted geometry, with ωB97M-V/def2-TZVPD.

Geometry as XYZ:
```
170
Properties=species:S:1:pos:R:3:forces:R:3:lowdin_spin:R:1
C 19.0403 -19.2268 -17.5397 2.06 -0.86 -0.40 0.000
C 19.5624 -19.2499 -16.3060 1.12 -0.64 -0.56 0.000
C 18.7923 -18.9654 -15.1175 -3.59 1.89 -1.32 0.000
O 19.1117 -19.0141 -13.9794 1.92 -0.88 1.99 0.000
C 17.4631 -18.4234 -15.4516 -0.32 -0.14 1.55 0.000
C 16.9558 -18.4151 -16.6525 -2.55 -1.12 -3.50 0.000
C 17.6709 -19.0066 -17.8801 0.86 1.71 1.17 0.000
O 17.2202 -19.1004 -19.0033 -0.73 -0.20 0.59 0.000
O 15.6440 -18.1140 -16.8798 0.29 0.28 1.35 0.000
O 20.8544 -19.4934 -16.0830 0.10 -0.20 -0.64 0.000
H 19.7889 -19.3762 -18.3038 -0.26 -0.13 -0.48 0.000
H 16.7866 -18.1717 -14.6482 0.22 0.20 0.30 0.000
H 15.3387 -18.2082 -17.7851 0.55 -0.12 -0.57 0.000
H 20.9353 -19.6893 -15.1467 0.32 0.13 0.64 0.000
C 12.2032 -15.0347 -23.7238 -0.93 0.10 -0.10 0.000
C 11.2234 -14.0946 -23.5743 -1.76 -1.16 1.08 0.000
C 11.3419 -12.6747 -23.9658 0.22 1.55 0.45 0.000
O 10.4066 -11.8623 -23.8322 1.93 -1.98 -0.42 0.000
C 12.7184 -12.3665 -24.3446 0.20 1.59 -0.73 0.000
C 13.7072 -13.2417 -24.5266 1.85 -0.81 -0.92 0.000
C 13.5273 -14.7403 -24.2912 -0.32 0.81 0.85 0.000
O 14.4484 -15.5317 -24.4142 -0.70 0.61 -0.20 0.000
O 14.9698 -12.8521 -24.9501 -2.13 0.17 0.65 0.000
O 10.0235 -14.3463 -22.9516 1.75 -1.31 -0.59 0.000
H 12.0139 -16.0567 -23.4303 -0.07 -0.06 0.10 0.000
H 12.9714 -11.3444 -24.5850 -0.20 0.25 0.06 0.000
H 15.4504 -13.6264 -25.2519 0.13 -0.54 0.14 0.000
H 9.4615 -13.5680 -22.9609 0.06 0.74 -0.27 0.000
C 10.0238 -21.5988 -20.3317 1.59 -0.28 1.70 0.001
C 9.9238 -22.1119 -19.0669 0.73 0.38 -0.46 0.000
C 8.5891 -22.3098 -18.4375 -0.50 -0.99 -0.23 0.000
O 8.3791 -22.9465 -17.4167 1.20 0.54 -0.09 0.000
C 7.5139 -21.9116 -19.2797 -1.43 0.48 -1.96 0.000
C 7.6317 -21.3288 -20.5037 -2.26 0.86 -0.34 0.000
C 8.9442 -21.0120 -21.1445 0.67 -1.81 1.71 0.000
O 9.1299 -20.5287 -22.2286 -0.54 0.46 -0.32 0.000
O 6.5150 -21.0061 -21.2498 1.48 -0.77 1.51 0.000
O 11.0047 -22.5230 -18.3279 -0.06 0.60 -1.36 0.005
H 11.0229 -21.5531 -20.7394 0.10 0.10 -0.23 0.000
H 6.5415 -22.3022 -19.0182 -0.21 0.38 0.30 0.000
H 6.8307 -20.4552 -21.9698 -0.02 0.37 -0.65 0.000
H 10.7025 -22.9407 -17.5180 -0.61 -0.19 0.39 0.000
C 14.4235 -21.2716 -17.3687 -0.02 -1.09 2.03 0.121
C 14.4928 -22.5639 -16.8524 -0.60 -1.22 1.67 0.072
C 14.2160 -23.7773 -17.7311 0.18 -1.42 0.64 0.018
O 14.0532 -24.9550 -17.3617 0.55 3.38 -0.59 0.063
C 14.1877 -23.4050 -19.1526 -0.37 -1.69 1.12 0.353
C 14.1747 -22.1079 -19.5703 -0.06 2.38 -6.26 0.121
C 14.1997 -20.8740 -18.7505 0.79 2.54 2.21 0.013
O 14.2041 -19.6515 -19.0442 -0.35 -4.28 -0.44 -0.054
O 14.1966 -21.8935 -20.9256 -0.44 -2.28 4.03 0.212
O 14.6050 -22.8469 -15.5010 -0.01 2.17 -2.68 0.053
H 14.5155 -20.4883 -16.6310 0.14 0.35 -0.02 0.004
H 14.0928 -24.2734 -19.7876 0.10 0.28 -0.71 0.009
H 14.0961 -20.9519 -21.0834 0.22 1.90 -1.02 0.002
H 14.9428 -23.7289 -15.3290 -0.15 -0.70 -0.26 0.001
C 8.9618 -22.2066 -25.1692 -1.47 0.38 -0.29 0.000
C 9.5225 -21.0211 -25.4394 -1.38 1.31 0.32 0.000
C 10.9310 -20.6618 -25.1110 1.78 0.42 0.48 0.000
O 11.3760 -19.5272 -25.3188 -1.03 -1.49 0.25 0.000
C 11.7154 -21.7564 -24.4905 -1.68 -1.20 0.36 0.000
C 11.1009 -22.9736 -24.3241 2.07 -1.55 0.35 0.000
C 9.6486 -23.3345 -24.6156 0.24 -0.42 -0.28 0.000
O 9.2039 -24.4683 -24.3914 1.06 1.97 -0.19 0.000
O 11.8234 -24.0944 -23.9075 -0.53 2.46 -0.36 0.000
O 8.7169 -19.9693 -25.8021 1.11 -1.72 0.22 0.000
H 7.8876 -22.2026 -25.2803 -0.15 -0.48 -0.13 0.000
H 12.6950 -21.6239 -24.0554 0.24 0.25 -0.46 0.000
H 11.2028 -24.8223 -23.9892 -0.52 -0.60 0.13 0.000
H 9.3260 -19.2315 -25.8813 0.26 0.77 -0.16 0.000
C 16.5826 -23.7805 -23.2120 -0.13 -0.45 0.64 0.000
Cl 15.1200 -24.8287 -22.8389 1.22 0.88 -0.26 0.000
Cl 17.9753 -24.7611 -23.7460 -0.77 0.50 0.39 0.000
Cl 17.0209 -22.7647 -21.7492 -0.18 -0.95 -0.98 0.004
H 16.3131 -23.1020 -24.0214 0.02 -0.14 0.28 0.000
C 20.2143 -21.2248 -23.6320 0.23 0.05 0.16 0.000
Cl 18.5754 -20.7981 -24.2410 0.91 -0.22 -0.05 0.000
Cl 20.6461 -20.2139 -22.2389 -0.17 0.08 -0.18 0.000
Cl 21.4886 -21.1094 -24.8828 -0.82 -0.09 0.43 0.000
H 20.1966 -22.2337 -23.2198 -0.17 0.08 -0.52 0.000
C 6.9925 -18.3667 -17.5378 -0.30 -0.25 1.41 0.000
C 7.9975 -18.0871 -16.3602 0.32 0.71 -1.87 0.000
O 9.0660 -17.2428 -16.8355 1.02 -1.03 -0.17 0.000
C 9.9086 -17.7997 -17.8868 -1.54 1.05 -0.72 0.000
C 11.2507 -17.0947 -17.9430 -0.33 -1.14 1.35 0.000
H 7.2565 -19.0360 -18.3566 0.87 -0.18 0.30 0.000
H 6.1597 -18.8784 -17.0553 -0.44 0.14 -0.15 0.000
H 6.6342 -17.4753 -18.0528 0.08 0.29 0.54 0.000
H 7.5932 -17.5321 -15.5136 -0.59 0.29 -0.47 0.000
H 8.3419 -18.9896 -15.8551 0.41 -0.48 -0.53 0.000
H 10.0065 -18.8836 -17.8257 0.01 -0.19 0.42 0.000
H 9.4596 -17.6059 -18.8610 -0.75 -0.09 -0.10 0.000
H 11.7978 -17.7888 -17.3050 1.15 0.73 0.08 0.000
H 11.1512 -16.1201 -17.4649 0.26 -0.01 -0.24 0.000
H 11.6774 -17.0587 -18.9453 -0.09 0.12 0.14 0.000
C 12.3861 -18.8832 -21.6233 0.00 -0.06 -0.61 0.000
C 13.5614 -18.5830 -22.5382 -2.76 2.22 1.69 0.000
O 14.3476 -19.6632 -22.4687 0.00 -2.91 -0.71 0.001
C 15.5419 -19.5548 -23.1661 2.61 1.49 2.09 0.000
C 16.5657 -19.2389 -21.9929 0.55 -0.14 -1.96 0.000
H 11.6000 -18.2072 -21.9599 -0.47 -0.23 0.66 0.000
H 12.1243 -19.9288 -21.7855 -0.57 0.00 -0.12 0.000
H 12.6897 -18.7686 -20.5827 -0.35 0.25 -0.07 0.000
H 13.1723 -18.2862 -23.5122 0.47 -0.36 -0.41 0.000
H 13.9573 -17.7052 -22.0274 0.99 0.42 -0.52 0.000
H 15.8071 -20.4455 -23.7357 -0.24 -0.12 0.15 0.000
H 15.5522 -18.6808 -23.8174 -0.36 -0.15 -0.23 0.000
H 17.4409 -18.7582 -22.4300 0.30 -0.21 0.03 0.000
H 16.8938 -20.1700 -21.5309 -0.12 0.32 0.28 0.000
H 16.2055 -18.4982 -21.2790 -0.49 -0.38 -0.03 0.000
C 23.6578 -17.4981 -19.5417 -2.08 -0.19 0.39 0.000
C 22.3102 -18.2063 -19.1900 1.33 -0.13 -0.11 0.000
O 21.1422 -17.4373 -19.3900 0.27 -0.33 2.31 0.000
C 21.0242 -16.9476 -20.6355 -2.13 1.13 -3.61 0.000
C 19.5182 -16.7782 -21.0116 0.11 0.01 1.67 0.000
H 23.6142 -17.2868 -20.6102 0.82 0.05 0.11 0.000
H 23.6233 -16.5830 -18.9505 0.36 0.23 -0.23 0.000
H 24.4703 -18.1221 -19.1696 0.10 0.07 -0.53 0.000
H 22.1667 -19.1005 -19.7966 0.34 -0.41 -0.01 0.000
H 22.4322 -18.4783 -18.1416 -0.79 -0.06 0.04 0.000
H 21.5080 -15.9892 -20.8236 0.44 0.07 0.28 0.000
H 21.3084 -17.6363 -21.4311 1.00 -0.33 0.12 0.000
H 19.0434 -16.2405 -20.1909 -0.15 0.17 0.13 0.000
H 19.0714 -17.7722 -20.9893 -0.16 -0.01 -0.33 0.000
H 19.2597 -16.2235 -21.9136 0.52 -0.26 -0.19 0.000
C 5.0067 -15.8875 -20.7406 -0.55 -1.59 0.90 0.000
C 5.4200 -17.3789 -20.9043 -0.68 0.33 -0.95 0.000
O 6.3279 -17.6150 -21.9803 -0.51 0.68 1.05 0.000
C 7.6467 -17.1615 -21.7458 0.34 -2.14 -2.13 0.000
C 8.2845 -17.3794 -23.1209 1.65 1.33 -0.47 0.000
H 5.7898 -15.2072 -20.4056 0.12 0.02 -0.65 0.000
H 4.3722 -15.5905 -21.5756 0.65 0.39 -0.19 0.000
H 4.3188 -15.9053 -19.8953 -0.18 0.08 0.21 0.000
H 5.6924 -17.8776 -19.9741 0.69 0.30 0.17 0.000
H 4.5592 -17.9678 -21.2210 -0.36 0.30 0.02 0.000
H 7.7806 -16.1360 -21.4016 -0.27 -0.07 0.15 0.000
H 8.1124 -17.9239 -21.1213 0.30 0.42 0.89 0.000
H 8.3502 -18.3732 -23.5639 -0.90 -0.20 0.49 0.000
H 9.3402 -17.1087 -23.1055 0.37 0.17 0.48 0.000
H 7.9341 -16.6601 -23.8612 -0.60 -0.19 -0.03 0.000
C 17.8586 -18.8476 -29.5727 -0.36 -0.22 1.00 0.000
C 17.6621 -18.7443 -28.0414 -0.53 0.39 -1.00 0.000
O 16.2541 -18.8755 -27.9116 -0.69 -0.30 1.04 0.000
C 15.7380 -18.9203 -26.5930 -1.69 -0.02 -0.06 0.000
C 14.3055 -18.3344 -26.5188 1.02 0.79 -0.83 0.000
H 17.0994 -19.5560 -29.9043 0.15 -0.13 -0.12 0.000
H 17.5697 -17.8848 -29.9942 0.49 -0.08 -0.29 0.000
H 18.8363 -19.2331 -29.8617 0.02 0.46 -0.09 0.000
H 18.2169 -19.4839 -27.4641 -0.03 -0.21 0.02 0.000
H 17.8943 -17.7400 -27.6872 0.53 0.04 0.16 0.000
H 15.5390 -19.9267 -26.2246 1.01 -0.66 -0.16 0.000
H 16.3261 -18.3668 -25.8609 0.50 -0.06 -0.13 0.000
H 14.4533 -17.2550 -26.5524 -0.54 0.17 0.39 0.000
H 13.7892 -18.6814 -25.6237 0.06 0.26 -0.05 0.000
H 13.6990 -18.5584 -27.3963 0.13 -0.43 0.02 0.000
C 12.1811 -12.6722 -18.4421 0.54 0.09 -2.19 0.000
C 13.1785 -13.0839 -19.6204 -1.78 0.46 1.20 0.000
O 13.6544 -14.3704 -19.4297 0.39 -0.79 0.72 0.000
C 14.6322 -14.7312 -20.3769 0.14 0.49 0.33 0.000
C 15.5165 -15.8170 -19.8062 0.79 -0.08 -0.04 0.000
H 12.1385 -13.3979 -17.6299 0.54 0.48 0.17 0.000
H 12.4642 -11.6333 -18.2728 -0.05 -0.22 1.14 0.000
H 11.1689 -12.5855 -18.8371 -0.08 -0.28 -0.09 0.000
H 12.6076 -13.0471 -20.5482 0.06 0.21 -0.43 0.000
H 13.9887 -12.3557 -19.6578 0.23 -0.01 -0.10 0.000
H 14.1140 -14.8691 -21.3259 0.20 -0.66 -0.34 0.000
H 15.3091 -13.8871 -20.5091 0.03 0.35 -0.32 0.000
H 16.2533 -16.2069 -20.5086 -0.44 -0.26 -0.57 0.000
H 15.0172 -16.6399 -19.2947 -0.23 0.10 -0.19 0.000
H 16.2129 -15.3363 -19.1192 -0.38 0.03 0.60 0.000
```
Forces are in eV/Å.

Computed properties:
E_HOMO (alpha / beta) = -11.20 / -11.20 eV
charge = +1
LUMO (alpha / beta) = -6.50 / -8.31 eV
orbital gap (alpha / beta) = 0.1725 / 0.1060 hartree
2S+1 = 2
<S²> = 0.7716